No. 1
Molecular formula: C16H20N4O5S
Method: DFT, the ωB97M-V functional and the def2-TZVPD basis

Geometry as XYZ:
```
46
Properties=species:S:1:pos:R:3:forces:R:3:mulliken_charge:R:1
C -4.9004 -2.7054 -1.1344 0.0 0.3 0.3 -1.1107
C -5.3819 -1.8464 0.0261 -0.3 -0.2 -0.4 -0.2800
O -4.3186 -1.0816 0.5910 0.3 0.1 0.1 -0.4053
C -4.0101 0.0633 -0.0589 -0.1 0.1 0.2 0.8458
O -4.5967 0.4698 -1.0347 -0.3 -0.1 -0.4 -0.6525
N -2.9971 0.7318 0.5428 0.1 0.0 0.1 0.2129
C -2.4439 1.9094 -0.0836 0.0 0.1 -0.4 -1.3922
C -1.0227 1.6260 -0.5871 -0.3 0.2 -0.1 -0.4473
N -0.2169 1.1328 0.5060 -0.4 -0.1 0.1 0.3330
C 1.0300 1.5135 0.8470 0.1 0.5 0.0 0.6875
O 1.6641 0.9285 1.7122 0.3 -0.1 0.1 -0.6798
C 1.6676 2.6736 0.0951 0.2 -0.2 0.0 -1.0044
C 2.3196 2.1317 -1.1864 -0.1 0.3 -0.1 -1.0340
N 3.1141 0.9551 -0.8624 -0.1 0.1 -0.2 0.0924
C 4.3623 1.1992 -0.3171 0.3 -0.2 0.0 0.4189
O 4.8511 2.3035 -0.2710 0.1 0.4 0.1 -0.6564
N 5.0427 0.0964 0.1417 0.3 0.0 0.2 -0.0770
C 4.4962 -1.1552 0.1631 -0.9 -0.2 -0.4 0.3203
C 5.0623 -2.3398 0.6836 0.1 -0.1 0.0 -0.9993
C 4.2236 -3.4002 0.5288 -0.3 0.2 -0.2 -0.2597
S 2.7445 -3.0006 -0.2427 0.3 0.3 0.1 -0.1384
C 3.2436 -1.3534 -0.3816 0.4 -0.5 0.3 0.3161
C 2.4606 -0.2783 -0.9255 0.2 -0.2 0.0 0.5910
O 1.3500 -0.3804 -1.4070 -0.1 -0.1 0.0 -0.6561
C -0.7702 -0.0690 1.1013 -0.1 -0.1 0.4 -0.6651
C -2.1832 0.2082 1.6159 0.2 -0.3 0.1 -0.9790
H -4.0825 -3.3472 -0.8152 0.0 -0.1 0.0 0.2849
H -5.7182 -3.3229 -1.4947 -0.1 -0.1 -0.1 0.3822
H -4.5562 -2.0679 -1.9448 0.0 0.0 -0.1 0.3107
H -6.1704 -1.1659 -0.3107 0.1 -0.1 0.1 0.3293
H -5.7488 -2.4638 0.8489 0.0 0.1 -0.1 0.3072
H -2.4190 2.7208 0.6528 0.0 0.0 -0.1 0.3015
H -3.0951 2.1883 -0.9131 0.1 0.0 0.1 0.5010
H -1.0564 0.8579 -1.3694 0.0 0.1 0.0 0.1817
H -0.6035 2.5359 -1.0092 0.0 0.0 0.0 0.5653
H 2.4551 3.0716 0.7379 -0.1 0.0 0.0 0.4292
H 0.9677 3.4728 -0.1386 0.0 0.0 0.0 0.3914
H 1.5687 1.8182 -1.9134 0.1 0.1 0.1 0.5388
H 2.9830 2.8821 -1.6193 -0.1 -0.1 0.0 0.4500
H 5.9396 0.2729 0.5722 -0.2 0.1 -0.1 0.2542
H 6.0301 -2.3931 1.1471 0.2 -0.1 0.1 0.3942
H 4.3976 -4.4133 0.8332 0.1 -0.2 0.1 0.4907
H -0.7945 -0.8591 0.3415 0.0 0.0 0.0 0.2674
H -0.1118 -0.3726 1.9163 -0.1 0.0 -0.1 0.5149
H -2.1413 0.9567 2.4156 0.0 -0.1 0.0 0.2541
H -2.6346 -0.7040 2.0005 0.1 0.1 0.0 0.4709
```
Forces are in eV/Å.

Computed properties:
Kohn-Sham gap ... 9.10 eV
Relative energy (zero: lowest compared OMol25 entry of this formula, charge and spin) ... 0.00 kcal per mole
Highest occupied orbital energy ... -8.77 eV
SMILES ... CCOC(=O)N1CCN(C(=O)CCn2c(=O)[nH]c3ccsc3c2=O)CC1



No. 2
Molecular formula: C16H20N6O
Method: DFT, the ωB97M-V functional and the def2-TZVPD basis

Geometry as XYZ:
```
43
Properties=species:S:1:pos:R:3:forces:R:3:mulliken_charge:R:1
C -0.4923 3.0661 2.4549 0.8 0.6 -0.4 -0.8630
C -0.9801 3.8947 1.2522 0.5 -0.5 -0.2 -0.6511
C -0.4435 3.2802 -0.0909 1.7 0.4 0.9 -0.3074
C -0.7970 1.7936 -0.1991 -1.3 -0.7 0.1 0.4397
O -1.9880 1.5481 0.0172 1.5 -0.8 -0.5 -0.6152
N 0.1448 0.7388 -0.4866 1.4 2.3 -0.2 0.6356
C -0.3813 -0.6410 -0.5060 -0.7 0.8 0.3 -1.1488
C -0.7792 -1.1643 0.8832 -0.4 0.0 0.0 -0.8066
C -0.7634 -2.7121 0.7994 0.4 0.4 1.1 0.0211
C -2.0117 -3.3444 1.4181 0.5 -0.7 -1.4 -1.7751
C -0.4308 -3.0541 -0.6948 -1.1 -0.6 0.0 1.5424
C -1.7178 -3.1953 -1.4530 -1.4 0.3 -1.8 -0.3887
N -2.6631 -3.2868 -2.1370 2.1 0.2 1.8 -0.5618
C 0.2925 -4.3342 -0.9170 0.7 -0.4 0.3 -0.0913
N 0.9140 -5.2998 -1.0545 -0.8 1.0 0.1 -0.4979
C 0.3923 -1.8048 -1.1786 0.8 0.3 0.2 1.8792
C 0.4952 -1.7473 -2.6279 -0.1 0.3 -4.0 -0.2691
N 0.5753 -1.7265 -3.8005 -0.2 0.0 3.4 -0.5672
C 1.7969 -1.9074 -0.6981 -0.1 0.3 0.6 -0.3531
N 2.8644 -1.9215 -0.2736 -0.3 -0.2 -0.2 -0.6033
N 1.5172 1.0684 -0.7847 -1.2 -1.4 -0.5 0.0436
C 1.8878 1.5039 -2.1499 -0.1 0.5 0.9 -1.1405
C 2.4994 1.2869 0.2685 -0.8 -1.1 0.3 -1.0440
H 0.6222 3.0836 2.5021 -0.7 -0.3 -0.1 0.1946
H -0.8875 2.0533 2.4100 0.2 -0.1 -0.1 0.1634
H -0.8408 3.4738 3.3886 -0.2 0.3 0.4 0.4129
H -2.0533 3.8637 1.2455 -0.6 0.0 -0.1 0.3381
H -0.7021 4.9699 1.3362 0.1 -0.8 -0.2 0.3760
H 0.6661 3.4349 -0.0550 -0.8 -0.1 -0.5 0.1080
H -0.8833 3.8411 -0.9273 0.2 -0.4 0.0 0.3224
H -1.3186 -0.5435 -1.0557 -0.1 -0.2 -0.2 0.6287
H -0.1145 -0.7793 1.6707 -0.1 -0.2 -0.3 0.2052
H -1.7954 -0.7818 1.0993 0.6 -0.2 0.0 0.4329
H 0.0791 -3.0539 1.4161 0.0 -0.1 -0.4 0.5849
H -2.0075 -3.1898 2.4730 0.1 0.1 0.8 0.4615
H -2.9328 -2.9520 1.0137 -0.2 0.3 -0.2 0.4491
H -1.9975 -4.4155 1.2037 -0.1 -0.1 0.3 0.4276
H 1.0541 1.4014 -2.8471 0.1 -0.2 0.2 0.3520
H 2.1303 2.5717 -2.0720 0.0 0.1 -0.3 0.3777
H 2.7931 1.0041 -2.5440 -0.5 -0.1 0.3 0.2974
H 3.4550 0.7860 0.0518 -0.3 0.1 -0.2 0.3632
H 2.1252 0.8617 1.2118 0.1 0.1 -0.3 0.2363
H 2.6767 2.3295 0.4373 0.2 0.9 0.1 0.3908
```
Forces are in eV/Å.

Computed properties:
Kohn-Sham gap ... 9.65 eV
Relative energy (zero: lowest compared OMol25 entry of this formula, charge and spin) ... 4.34 kcal per mole
Highest occupied orbital energy ... -9.20 eV
SMILES ... CCCC(=O)N([C@@H]1C[C@@H](C)C(C#N)(C#N)C1(C#N)C#N)N(C)C



No. 3
Molecular formula: C16H20N7O4SW
Method: DFT, the ωB97M-V functional and the def2-TZVPD basis

Geometry as XYZ:
```
49
Properties=species:S:1:pos:R:3:forces:R:3:mulliken_charge:R:1
W 0.2090 0.2096 0.3295 -0.6 0.2 0.4 0.8521
C 4.7634 1.2626 1.2071 0.0 0.0 0.0 -1.0135
C 4.8768 -0.1130 0.5440 0.0 0.0 0.0 -0.6664
C 4.3112 -0.1163 -0.8523 0.0 0.0 0.0 0.3599
C 5.1356 -0.0516 -1.9662 0.0 0.0 0.0 -0.7522
C 4.6040 -0.0176 -3.2477 0.0 0.0 0.0 -1.0307
C 3.2335 -0.0464 -3.4318 0.0 0.0 0.0 -0.7232
C 2.3707 -0.1021 -2.3398 0.0 0.0 0.0 0.8571
C 0.8769 -0.1396 -2.6084 0.2 0.1 -0.3 -0.3852
C 0.3507 1.1108 -3.3164 0.0 0.0 0.0 -1.2947
C 2.9311 -0.1369 -1.0625 -0.1 -0.1 -0.2 0.1292
N 2.0549 -0.2093 0.0572 0.4 0.0 0.2 0.6339
C 1.6652 -1.4223 0.5969 0.0 -0.1 -0.2 -0.3293
C 0.9736 -1.4409 1.8460 -0.1 -0.1 0.0 0.3526
C 0.5925 -2.4124 2.7811 0.1 0.0 -0.1 -1.1639
C -0.1062 -1.7374 3.7771 0.0 0.0 0.0 -0.3770
C -0.2195 -0.3915 3.4193 0.0 -0.1 0.0 -0.7227
N 0.4104 -0.2001 2.2425 0.0 0.1 0.1 -0.0252
H 5.1982 1.2451 2.2062 0.0 0.0 0.0 0.3693
H 3.7195 1.5658 1.2965 0.0 0.0 0.0 0.2162
H 5.2905 2.0142 0.6182 0.0 0.0 0.0 0.3225
H 4.3656 -0.8567 1.1593 0.0 0.0 0.0 0.2040
H 5.9255 -0.4090 0.4975 0.0 0.0 0.0 0.4962
H 6.2090 -0.0345 -1.8230 0.0 0.0 0.0 0.4227
H 5.2605 0.0224 -4.1064 0.0 0.0 0.0 0.4088
H 2.8244 -0.0379 -4.4350 0.0 0.0 0.0 0.4181
H 0.2646 -0.4135 -1.7162 0.0 0.0 0.0 0.1110
H 0.6834 -0.9930 -3.2639 -0.1 -0.1 0.1 0.5066
H 0.6319 2.0234 -2.7990 0.0 0.0 0.0 0.2652
H -0.7346 1.0752 -3.4211 0.0 0.0 0.0 0.3727
H 0.7776 1.1656 -4.3169 0.0 0.0 0.0 0.4547
H 1.8591 -2.3486 0.0648 0.0 0.0 0.0 0.5029
H 0.9061 -3.4432 2.7824 0.0 0.0 0.0 0.4888
H -0.4983 -2.1744 4.6820 0.0 0.0 0.0 0.4760
H -0.7492 0.4089 3.9082 0.0 0.0 0.0 0.4923
O -1.1200 3.2928 1.3708 0.0 -0.1 0.0 -0.3871
S -0.6132 3.4168 0.0558 0.0 0.1 0.0 0.9353
O -0.7056 4.5975 -0.7098 0.0 0.0 0.0 -0.4023
O 0.0747 2.2909 -0.5192 0.0 -0.1 0.0 -0.3562
O -2.7224 1.9108 -0.9145 0.0 -0.1 0.0 -0.3235
N -4.8484 -1.7920 0.8249 -0.1 -0.1 -0.1 -0.5910
N -3.8872 -0.8665 0.5161 0.1 0.0 0.0 1.2330
N -4.1890 0.2520 -0.1260 -0.1 0.0 0.0 -0.9110
C -2.9847 0.7502 -0.3139 0.1 0.1 0.0 0.4565
N -2.0142 -0.0287 0.1856 0.2 0.1 -0.1 0.0130
N -2.6434 -1.0786 0.7311 0.0 0.0 0.1 -0.7928
H -5.6707 -1.3153 1.1766 0.0 0.0 0.0 0.2985
H -4.4596 -2.4433 1.4976 0.0 0.0 0.0 0.3204
H -3.5374 2.2740 -1.2898 0.0 0.0 0.0 0.2785
```
Forces are in eV/Å.

Computed properties:
Kohn-Sham gap (alpha / beta) ... 6.02 / 6.02 eV
Net charge ... +1
Highest occupied orbital energy (alpha / beta) ... -9.95 / -9.95 eV



No. 4
Molecular formula: C16H21AsCl2N3RuSSi2
Method: DFT, the ωB97M-V functional and the def2-TZVPD basis

Geometry as XYZ:
```
47
Properties=species:S:1:pos:R:3:forces:R:3:mulliken_charge:R:1
Ru -0.9669 -0.3320 1.0820 -0.5 0.0 -0.2 0.0787
Cl 0.8577 -0.2072 2.4035 0.2 0.0 0.2 0.0097
C 1.7259 -1.7350 2.2049 -0.1 0.0 -0.1 0.7580
C 2.9598 -1.8945 2.7985 0.0 0.0 0.0 -0.9422
C 3.5826 -3.1208 2.6244 0.0 0.0 0.0 -0.3512
C 2.9806 -4.1283 1.8813 0.0 0.0 0.0 -0.6786
C 1.7403 -3.9243 1.3032 0.0 0.1 0.0 0.3644
Cl 0.9877 -5.1674 0.3805 0.0 0.0 0.0 -0.1832
C 1.0810 -2.7028 1.4621 0.1 0.0 0.1 0.2986
S -0.5129 -2.3994 0.7800 0.3 -0.4 -0.1 -0.0121
H 3.4128 -1.1018 3.3767 0.0 0.0 0.0 0.4654
H 4.5497 -3.2969 3.0730 0.0 0.0 0.0 0.3927
H 3.4736 -5.0808 1.7475 0.0 0.0 0.0 0.4386
N -2.5583 0.2144 2.0730 0.1 0.3 0.1 -0.7609
C -3.3248 0.2432 2.9660 -0.1 0.0 0.0 0.4847
C -4.2104 0.3074 3.9848 0.1 -0.1 -0.1 0.1232
C -3.9231 1.1790 5.0693 0.1 0.0 0.1 0.0410
N -3.6479 1.8901 5.9305 0.0 0.0 0.0 -0.3584
C -5.3725 -0.5087 3.9384 -0.1 0.0 0.0 0.0381
N -6.3066 -1.1754 3.8667 0.0 0.0 0.0 -0.3517
C 2.4616 2.1609 -1.9220 -0.1 0.1 0.1 -0.9971
Si 1.0888 2.7060 -0.7771 0.2 0.0 -0.1 0.2378
C 0.0692 4.1067 -1.4575 0.0 -0.1 0.1 -0.9727
C 1.6502 2.9698 0.9789 -0.1 0.0 -0.1 -0.9639
As -0.3969 0.8046 -0.7627 0.0 0.1 0.0 0.5298
Si -1.0111 -0.3950 -2.7731 0.0 0.0 -0.1 0.2221
C -1.2187 0.9581 -4.0407 0.0 -0.1 0.1 -1.0149
C 0.4615 -1.4995 -3.0773 -0.1 0.1 0.0 -0.8077
C -2.5821 -1.3214 -2.4053 0.1 0.1 0.0 -0.9331
H 3.2198 2.9469 -1.9698 0.0 0.0 0.0 0.3902
H 2.1056 1.9922 -2.9391 0.0 0.0 0.0 0.2940
H 2.9520 1.2533 -1.5681 0.0 0.0 0.0 0.3401
H 0.6986 4.9964 -1.5345 0.0 0.0 0.0 0.3508
H -0.7705 4.3486 -0.8051 0.0 0.0 0.0 0.3351
H -0.3198 3.8882 -2.4525 0.0 0.0 0.0 0.3284
H 2.2179 3.9020 1.0287 0.0 0.0 0.0 0.3607
H 2.3032 2.1677 1.3227 0.0 0.0 0.0 0.2533
H 0.8100 3.0645 1.6687 0.0 0.0 0.0 0.3233
H -0.2827 1.4783 -4.2478 0.0 0.0 0.0 0.2929
H -1.9666 1.6900 -3.7334 0.0 0.0 0.0 0.3423
H -1.5614 0.5157 -4.9793 0.0 0.0 0.0 0.3786
H 1.3804 -0.9292 -3.2154 0.0 0.0 0.0 0.3176
H 0.2900 -2.0817 -3.9861 0.0 0.0 0.0 0.3731
H 0.6048 -2.2072 -2.2591 0.0 0.0 0.0 0.2223
H -3.3987 -0.6497 -2.1390 0.0 0.0 0.0 0.3153
H -2.4505 -2.0488 -1.6025 0.0 0.0 0.0 0.2806
H -2.8831 -1.8760 -3.2976 0.0 0.0 0.0 0.3462
```
Forces are in eV/Å.

Computed properties:
Kohn-Sham gap (alpha / beta) ... 5.46 / 5.43 eV
Relative energy (zero: lowest compared OMol25 entry of this formula, charge and spin) ... 5.49 kcal per mole
Net charge ... +1
Highest occupied orbital energy (alpha / beta) ... -10.83 / -10.83 eV



No. 5
Molecular formula: C16H21AsN2O9PbS2
Method: DFT, the ωB97M-V functional and the def2-TZVPD basis

Geometry as XYZ:
```
52
Properties=species:S:1:pos:R:3:forces:R:3:mulliken_charge:R:1
Pb -1.1603 0.1064 -1.9758 0.1 -0.2 0.1 1.3686
O -0.7215 0.6014 2.7444 0.1 0.0 -0.1 -0.7054
S -0.5695 -0.2865 1.6260 -0.1 -0.3 0.4 1.2040
O 0.6937 -0.9660 1.4776 0.0 0.1 0.1 -0.5474
O -1.1068 0.2824 0.3890 0.0 0.2 -0.4 -0.2700
C -1.6879 -1.6352 2.0513 0.0 0.0 -0.2 0.1662
C -1.7894 -1.8562 3.4765 0.1 0.1 0.2 -0.6109
C -2.6470 -2.7937 4.0135 0.1 0.1 0.1 -0.8011
C -3.3898 -3.5566 3.1429 -0.1 -0.1 0.0 -0.5015
C -3.2550 -3.3854 1.7254 -0.1 -0.1 -0.2 -0.2484
C -2.4188 -2.4388 1.1767 0.0 -0.1 0.0 0.2025
S -2.2861 -2.4686 -0.6281 -0.1 0.0 0.0 1.4582
O -0.8573 -2.3907 -0.8982 0.1 0.1 0.0 -0.7035
O -2.9607 -3.6682 -0.9944 0.0 0.0 0.0 -0.6862
O -2.9357 -1.2238 -1.1207 0.0 0.0 0.1 -0.7002
H -1.1662 -1.2333 4.1077 0.0 0.0 0.0 0.5603
H -2.7193 -2.9289 5.0830 0.0 0.0 0.0 0.4626
H -4.0724 -4.3127 3.5097 0.0 0.0 0.0 0.4476
H -3.8162 -4.0264 1.0551 0.0 0.0 0.0 0.6153
O 7.3866 -0.8980 -1.3242 0.0 0.0 0.0 -0.4827
C 6.9268 0.0143 -2.2673 0.0 0.1 0.0 -0.4961
N 6.4004 1.2373 -1.6330 0.0 -0.1 -0.1 -0.1276
C 5.2204 1.2886 -1.0625 -0.1 0.1 0.1 0.4159
O 4.7303 2.2296 -0.4165 0.0 0.0 0.0 -0.3853
C 4.2041 0.2156 -0.9779 0.1 0.0 0.0 0.2302
C 4.4335 -1.0053 -0.3162 0.0 0.0 0.0 -0.0382
C 3.3833 -1.8774 -0.2468 0.0 0.0 0.0 -0.7728
C 2.1321 -1.4940 -0.7649 -0.1 0.0 -0.1 -0.3263
N 1.8936 -0.3097 -1.3437 0.0 0.0 0.0 -0.0416
C 2.8998 0.5361 -1.4316 -0.1 0.0 0.0 -0.5087
H 8.3338 -0.8016 -1.1723 0.0 0.0 0.0 0.3367
H 6.1082 -0.4491 -2.8139 0.0 0.0 0.0 0.3677
H 7.6903 0.3301 -2.9747 0.0 0.0 0.0 0.4443
H 7.0104 2.0354 -1.5013 0.0 0.0 0.0 0.3108
H 5.4131 -1.2499 0.0701 0.0 0.0 0.0 0.5477
H 3.4949 -2.8536 0.2032 0.0 0.0 0.0 0.4763
H 1.2883 -2.1684 -0.7071 0.0 0.0 0.0 0.6200
H 2.7131 1.5045 -1.8824 0.0 0.0 0.0 0.4455
C -4.9552 1.6237 -0.5983 0.0 0.0 0.1 -0.9596
As -3.4280 2.7582 -0.7838 -0.1 0.0 0.1 0.7862
C -2.7247 3.1886 0.9404 0.0 0.0 0.0 -0.8617
C -3.9225 4.3569 -1.7033 0.0 0.0 0.0 -1.0419
O -2.2547 1.9729 -1.7052 0.0 0.1 -0.2 -0.6803
H -5.7282 2.1400 -0.0302 0.0 0.0 0.0 0.4331
H -4.6580 0.7142 -0.0790 0.0 0.0 0.0 0.1947
H -5.3344 1.3746 -1.5874 0.0 0.0 0.0 0.3782
H -3.4682 3.7434 1.5107 0.0 0.0 0.0 0.4258
H -1.8261 3.7884 0.8161 0.0 0.1 0.0 0.3639
H -2.4575 2.2672 1.4513 0.0 0.0 0.0 0.1336
H -4.6752 4.8925 -1.1263 0.0 0.0 0.0 0.3863
H -4.3244 4.0946 -2.6796 0.0 0.0 0.0 0.3605
H -3.0397 4.9808 -1.8243 0.0 0.0 0.0 0.3547
```
Forces are in eV/Å.

Computed properties:
Kohn-Sham gap (alpha / beta) ... 5.98 / 5.81 eV
Relative energy (zero: lowest compared OMol25 entry of this formula, charge and spin) ... 0.00 kcal per mole
Net charge ... +2
Highest occupied orbital energy (alpha / beta) ... -15.46 / -15.44 eV



No. 6
Molecular formula: C16H21Cl3OPbSe
Method: DFT, the ωB97M-V functional and the def2-TZVPD basis

Geometry as XYZ:
```
43
Properties=species:S:1:pos:R:3:forces:R:3:mulliken_charge:R:1
C 1.8791 1.5152 1.0451 -1.7 2.3 1.3 0.6363
C 0.9895 2.5893 1.3498 1.2 -1.5 -0.9 0.3983
C 0.4044 3.0377 0.1278 0.9 -0.8 0.7 0.7957
C 0.7264 3.1688 2.6726 -0.5 0.2 0.6 -1.2543
C 0.9574 2.2646 -0.9350 1.9 -1.9 0.7 0.5969
C 1.8645 1.3226 -0.3691 -1.8 1.9 -2.1 0.5882
C 2.6611 0.3164 -1.0912 0.1 -0.4 -0.2 -1.5893
C 2.6889 0.7594 2.0110 0.2 -0.4 0.4 -1.5700
C -0.5723 4.1243 -0.0089 -0.5 0.2 -0.1 -1.5159
C 0.6384 2.4155 -2.3643 -0.2 0.1 -0.5 -1.6622
Pb -1.6541 -0.3226 1.5571 0.7 -1.4 -1.3 1.0067
Cl -2.4666 1.9693 2.2779 -0.6 0.9 0.4 -0.5753
Cl -0.1350 -0.4506 3.6297 0.3 -0.1 0.7 -0.6030
Cl -2.0593 0.5590 -0.9215 -0.3 0.3 -0.6 -0.6385
H 1.2002 2.5657 3.4510 0.0 0.2 0.0 0.3399
H -0.3570 3.1571 2.8622 0.3 0.1 0.2 0.1894
H 1.0804 4.2087 2.7345 0.0 -0.1 0.2 0.2722
H -1.3378 4.0359 0.7689 0.1 0.1 0.0 0.2942
H -1.0704 4.0580 -0.9800 0.0 0.1 0.1 0.3462
H -0.0918 5.1090 0.0742 0.0 0.0 0.0 0.2862
H -0.4474 2.4317 -2.5147 0.1 -0.1 -0.1 0.3310
H 1.0517 1.5780 -2.9351 -0.1 0.2 0.0 0.3235
H 1.0548 3.3491 -2.7701 0.0 -0.1 -0.1 0.2686
H 2.3189 0.2336 -2.1277 0.1 -0.1 0.1 0.3741
H 2.5511 -0.6594 -0.5993 0.0 0.1 -0.2 0.3411
H 3.7283 0.5872 -1.1081 -0.1 -0.1 0.0 0.2735
H 2.1447 0.6489 2.9574 0.2 0.0 -0.2 0.3031
H 3.6541 1.2558 2.2001 -0.1 -0.1 0.0 0.2730
H 2.8824 -0.2472 1.6243 0.0 0.1 0.2 0.3039
O 0.0820 -1.1912 0.4428 -0.5 0.2 -0.5 -0.7891
H -0.1998 -1.0982 -0.5020 0.2 0.0 1.1 0.2247
Se -3.5214 -2.5635 1.0282 -0.9 0.9 1.3 -0.3026
C -2.5773 -3.5799 -0.1657 1.1 -1.2 -1.3 -0.1339
C -1.6906 -4.5983 0.2805 -0.5 0.3 -0.5 -0.2075
C -1.1254 -5.4874 -0.6304 -0.1 0.2 -0.3 -0.4686
C -1.4028 -5.3733 -2.0048 -0.1 0.2 0.4 -0.2971
C -2.2348 -4.3394 -2.4591 0.3 -0.2 0.2 -0.4733
C -2.7963 -3.4383 -1.5620 0.2 -0.3 0.7 -0.2483
H -1.4997 -4.6834 1.3521 0.0 0.0 -0.4 0.3097
H -0.4611 -6.2770 -0.2690 -0.2 0.2 -0.1 0.3000
H -0.9704 -6.0837 -2.7078 -0.1 0.1 0.1 0.3329
H -2.4474 -4.2396 -3.5246 0.1 0.0 0.2 0.3055
H -3.4396 -2.6278 -1.8968 0.2 -0.1 0.0 0.3137
```
Forces are in eV/Å.

Computed properties:
Kohn-Sham gap (alpha / beta) ... 5.69 / 5.37 eV
Relative energy (zero: lowest compared OMol25 entry of this formula, charge and spin) ... 0.00 kcal per mole
Net charge ... -2
Highest occupied orbital energy (alpha / beta) ... -1.37 / -0.60 eV